# 1
# CH3N5

A single CH3N5 molecule (ωB97M-V with the def2-TZVPD basis set, OMol25).

```
9
Properties=species:S:1:pos:R:3:forces:R:3:nbo_charge:R:1
H 1.895866 0.918891 0.167344 0.15 -0.11 0.14 0.37
N -1.320854 -0.180734 0.748205 0.59 -0.94 5.32 -0.38
H -2.595013 0.355410 -1.776416 0.50 0.22 -0.62 0.40
N -0.062659 0.388445 0.917387 1.25 0.25 0.17 -0.12
H 2.624172 -0.615393 0.233467 -0.27 0.10 0.42 0.38
N 0.805609 -0.504358 0.975669 -0.64 0.75 -1.11 0.01
C -1.572619 -0.198717 -0.397372 -0.60 0.04 -0.28 0.64
N -1.776613 -0.213388 -1.551975 -1.99 -0.31 -4.41 -0.68
N 2.002109 0.049841 0.683691 1.01 -0.01 0.37 -0.62
```
Forces are in eV/Å.

The LUMO energy is 0.77 eV. The calculation puts the HOMO-LUMO gap at 10.185 eV. The SMILES is N=C=N/N=N/N. Its spin multiplicity is 1.


# 2
# CH3N5Se

A single CH3N5Se molecule (ωB97M-V with the def2-TZVPD basis set, OMol25).

```
10
Properties=species:S:1:pos:R:3:forces:R:3:nbo_charge:R:1
Se 2.302907 -0.169240 -0.660746 -3.10 -1.83 0.94 0.10
H -0.212817 -2.055828 1.014779 -0.40 0.77 -0.33 0.37
N -0.645850 -0.188370 0.272810 0.84 -0.76 0.78 -0.10
N -0.343582 1.126764 -1.369744 1.61 1.11 -0.98 -0.35
N -1.585173 1.271579 -0.908486 -0.26 -0.06 0.01 -0.06
N -0.560071 -1.140059 1.338750 0.42 0.71 -0.80 -0.60
H 2.368873 1.119809 -1.107024 0.61 2.61 -0.97 0.10
H 0.162167 -0.760415 1.933929 0.06 -0.06 0.47 0.37
N -1.760889 0.498188 0.079448 -1.56 -0.82 0.88 -0.05
C 0.274436 0.297571 -0.593716 1.77 -1.67 0.00 0.21
```
Forces are in eV/Å.

The LUMO energy is -0.08 eV. The calculation puts the HOMO-LUMO gap at 9.815 eV. The SMILES is Nn1nnnc1[SeH]. Its spin multiplicity is 1.


# 3
# CH3N5Se

A single CH3N5Se molecule (ωB97M-V with the def2-TZVPD basis set, OMol25).

```
10
Properties=species:S:1:pos:R:3:forces:R:3:nbo_charge:R:1
N -0.945117 2.057762 -0.114564 -1.26 0.86 0.05 -0.04
H 2.094601 -1.319952 -0.589384 -0.43 -1.50 -0.40 0.08
H -0.837559 -1.283434 1.302497 -0.65 -1.42 -1.82 0.39
H -1.440263 -1.610199 -0.379235 0.01 -0.07 1.00 0.39
N -1.473973 0.924906 0.057280 -1.00 -1.33 0.12 -0.10
C 0.654598 0.690851 -0.119035 3.38 -0.04 -0.44 0.29
N 0.353421 1.983674 -0.224847 2.39 -1.05 -0.03 -0.35
N -0.471842 0.003643 0.040181 0.35 2.43 -0.89 -0.13
Se 2.758787 -0.135453 -0.226619 -3.11 2.51 0.55 0.10
N -0.692654 -1.311796 0.253722 0.33 -0.39 1.87 -0.63
```
Forces are in eV/Å.

The LUMO energy is -0.64 eV. The calculation puts the HOMO-LUMO gap at 9.104 eV. The SMILES is Nn1nnnc1[SeH]. Its spin multiplicity is 1.


# 4
# CH3NO

A single CH3NO molecule (ωB97M-V with the def2-TZVPD basis set, OMol25).

```
6
Properties=species:S:1:pos:R:3:forces:R:3:nbo_charge:R:1
H 0.404637 -0.265755 -1.385854 -0.53 0.82 -0.62 0.44
C -0.037454 -0.183557 0.692397 -1.25 4.64 1.30 -0.23
H -0.282150 0.070941 1.775255 0.74 -0.90 -1.43 0.21
O 0.005968 0.640735 -1.359920 0.97 -0.71 -0.78 -0.53
N -0.093130 0.918349 -0.032312 -0.12 -3.27 1.83 -0.06
H 0.002129 -1.180714 0.310433 0.19 -0.57 -0.30 0.17
```
Forces are in eV/Å.

The LUMO energy is 0.96 eV. The calculation puts the HOMO-LUMO gap at 11.072 eV. The SMILES is C=NO. Its spin multiplicity is 1.


# 5
# CH3NO2

A molecular structure, CH3NO2 (ωB97M-V with the def2-TZVPD basis set, OMol25).

```
7
Properties=species:S:1:pos:R:3:forces:R:3:nbo_charge:R:1
H -1.303636 -0.748254 -0.414990 -0.17 0.18 0.01 0.20
O 1.374221 0.472439 0.077138 -0.04 0.95 0.32 -0.16
H -0.584181 -0.596899 1.289947 -0.08 -0.01 -0.01 0.20
H -0.109288 1.230901 -1.000402 0.17 -0.42 0.13 0.35
O 1.130254 -0.950556 -0.157675 -3.57 0.61 0.41 -0.34
N 0.042799 0.925444 -0.034980 0.03 0.04 -0.17 -0.35
C -0.550172 -0.333077 0.240960 3.66 -1.36 -0.67 0.11
```
Forces are in eV/Å.

The LUMO energy is 0.19 eV. The calculation puts the HOMO-LUMO gap at 9.369 eV. Its spin multiplicity is 1.


# 6
# CH3NO2

A single CH3NO2 molecule (ωB97M-V with the def2-TZVPD basis set, OMol25).

```
7
Properties=species:S:1:pos:R:3:forces:R:3:nbo_charge:R:1
N 0.234657 -0.556998 -0.088407 1.70 0.38 1.68 -0.30
H -0.021437 -1.501360 -0.007241 -1.20 -1.03 -0.55 0.39
H -1.355071 -0.375602 -1.006923 0.83 3.49 0.53 0.10
O 1.117011 -0.377966 0.950443 0.37 4.32 0.94 -0.54
H 0.877803 0.645571 1.114007 1.50 -2.82 0.15 0.49
O -0.325796 1.729321 -0.497722 -0.94 -6.18 1.10 -0.62
C -0.527167 0.437034 -0.464157 -2.25 1.85 -3.86 0.48
```
Forces are in eV/Å.

The LUMO energy is 0.58 eV. The calculation puts the HOMO-LUMO gap at 10.612 eV. The SMILES is O=CNO. Its spin multiplicity is 1.


# 7
# CH3NO2

A single CH3NO2 molecule (ωB97M-V with the def2-TZVPD basis set, OMol25).

```
7
Properties=species:S:1:pos:R:3:forces:R:3:nbo_charge:R:1
H -1.097251 0.998728 0.572017 2.44 -0.50 -3.91 0.39
O 1.260858 -0.865413 -0.211799 -1.91 3.84 0.52 -0.61
C 0.774508 0.327574 -0.139926 3.53 -4.89 -0.21 0.43
H 1.636346 1.102126 0.088758 -2.73 -0.49 -0.62 0.20
N -0.581560 0.477722 -0.394025 -2.85 2.86 5.27 -0.33
O -1.392114 -0.695287 -0.172008 4.30 -2.54 0.75 -0.56
H -0.600788 -1.345451 0.256983 -2.78 1.72 -1.79 0.48
```
Forces are in eV/Å.

The LUMO energy is 0.57 eV. The calculation puts the HOMO-LUMO gap at 10.966 eV. The SMILES is O=CNO. Its spin multiplicity is 1.


# 8
# CH3NO2P

2 unconnected molecules or ions with the total composition CH3NO2P (ωB97M-V with the def2-TZVPD basis set, OMol25).

```
8
Properties=species:S:1:pos:R:3:forces:R:3:nbo_charge:R:1
O 1.688494 0.816982 0.706693 0.82 -1.88 -0.66 -0.52
H -2.493058 0.910643 -0.933212 -0.77 0.04 -0.32 0.32
P -1.387120 -0.433058 0.277381 0.80 -1.52 1.46 0.51
H -0.151022 -1.037506 -0.172871 0.01 -0.73 -0.51 -0.21
C 1.977779 -0.143488 0.088737 -0.40 2.05 -0.17 1.04
N -1.554046 0.855002 -0.608467 0.12 2.03 -1.29 -1.43
H -0.448797 0.001827 1.278396 -0.57 0.02 0.80 -0.16
O 2.367772 -0.970404 -0.636654 -0.01 -0.02 0.69 -0.55
```
Forces are in eV/Å.

The LUMO energy is 3.59 eV. The calculation puts the HOMO-LUMO gap at 6.021 eV. Its total charge is -1. Its spin multiplicity is 1.


# 9
# CH3NO2P2

2 unconnected molecules or ions with the total composition CH3NO2P2 (ωB97M-V with the def2-TZVPD basis set, OMol25).

```
9
Properties=species:S:1:pos:R:3:forces:R:3:nbo_charge:R:1
O -3.403569 -0.759057 -1.025744 -0.26 -0.51 -1.26 -1.02
P 2.173387 0.899738 -0.175675 -0.73 0.94 1.18 0.89
H 1.653224 0.830416 -1.449775 0.27 -0.40 -0.96 -0.04
H -3.160384 -0.992301 1.349793 -0.09 1.49 -1.17 -0.19
P -3.338975 0.103879 0.143910 0.35 -1.00 2.28 1.17
H 3.569124 -0.446933 0.649379 1.04 -0.03 0.81 0.50
C 0.393530 0.595099 0.281945 -0.53 -0.62 -0.69 -0.02
N -0.727425 0.324901 0.161914 1.02 0.49 0.80 -0.36
O 2.841089 -0.555742 0.064255 -1.07 -0.35 -0.99 -0.94
```
Forces are in eV/Å.

The LUMO energy is -0.21 eV. The calculation puts the HOMO-LUMO gap at 8.484 eV. The SMILES is N#CPO.O=P. Its spin multiplicity is 1.


# 10
# CH3NO2S

2 unconnected molecules or ions with the total composition CH3NO2S (ωB97M-V with the def2-TZVPD basis set, OMol25).

```
8
Properties=species:S:1:pos:R:3:forces:R:3:nbo_charge:R:1
H -1.337582 0.622159 1.765152 0.43 0.34 -0.66 0.24
H -0.913508 -0.468475 0.378624 0.18 0.85 -0.12 0.26
H -0.282893 -0.628667 1.864985 1.33 -1.10 1.31 0.25
N 0.512362 0.990553 0.859693 1.18 0.82 -0.52 -0.10
S 0.822570 0.306391 -2.062494 1.64 -2.83 0.10 1.64
O -0.378818 -0.478970 -1.877592 0.38 0.91 -0.19 -0.84
C -0.473324 0.166880 1.197176 -3.17 -0.94 0.02 -0.63
O 2.051193 -0.509870 -2.125544 -1.97 1.96 0.06 -0.81
```
Forces are in eV/Å.

The LUMO energy (alpha / beta) is -1.68 / -1.26 eV. The calculation puts the HOMO-LUMO gap (alpha / beta) at 8.316 / 8.675 eV. Its spin multiplicity is 1.


Max |F| / eV Å⁻¹: 5.4; 3.7; 4.0; 5.0; 4.0; 6.3; 6.6; 2.4; 2.5; 3.3
ΔE to the lowest compared entry with this formula, charge and spin / kcal/mol: 69.8; 3.1; 15.9; 64.2; 173.8; 99.0; 104.9; 36.8; 39.4; 95.8
E / eV: -8532.0694; -73879.0304; -73878.4731; -4620.6391; -6664.1285; -6667.3700; -6667.1171; -15959.3076; -25246.4258; -17501.3165